(1)
{
  "formula": "C7H10ClN3O3S",
  "method": "ωB97M-V/def2-TZVPD",
  "total_energy_ev": -41389.519,
  "homo_energy_ev": -9.284,
  "e_above_lowest_kj_mol": 44.63,
  "symbols": ["C", "C", "C", "C", "C", "C", "C", "N", "N", "N", "O", "O", "O", "S", "Cl", "H", "H", "H", "H", "H", "H", "H", "H", "H", "H"],
  "positions_angstrom": [[-1.21264, 0.85500, -0.34737], [1.15514, 1.40679, -0.93220], [-1.34430, 1.42535, 2.02951], [-1.59377, -0.18514, -1.02315], [-2.02136, 1.54015, 0.67485], [2.00407, -2.25879, -0.76386], [2.31299, -1.57638, -2.19642], [0.04078, 1.42652, -0.60582], [1.68477, -1.30444, 0.25900], [-1.59527, 2.43081, 2.96071], [2.22405, 1.57190, -1.28785], [-0.49334, 0.61820, 2.26752], [-0.33685, -2.45248, 1.16638], [0.65981, -1.39599, 1.32865], [0.88747, -0.88237, -2.94374], [-0.95443, -0.70376, -1.69845], [-2.45480, -0.65553, -0.72160], [-2.96137, 1.05389, 0.69768], [-2.23170, 2.64525, 0.50450], [2.86431, -2.64782, -0.30819], [1.15583, -2.92842, -0.87100], [2.75665, -2.42134, -2.85093], [3.04334, -0.73144, -2.08265], [-2.39252, 2.96045, 2.98183], [-1.19687, 2.20959, 3.76258]],
  "forces_ev_per_angstrom": [[1.6, 1.5, -0.5], [-0.5, 0.1, -0.1], [-0.7, 2.3, 0.2], [0.6, -0.8, -0.3], [0.1, 1.7, 0.7], [-1.6, 2.0, -1.9], [1.9, -1.6, 1.4], [-3.4, 0.3, 1.4], [0.8, 1.3, -0.1], [0.0, -1.3, -4.8], [3.7, 0.2, -1.0], [0.3, -0.6, 0.4], [0.1, 0.1, 0.3], [-0.5, -1.2, 0.1], [0.0, -0.3, -0.6], [0.0, 0.0, -0.2], [-2.2, -1.0, 0.3], [-1.1, -0.5, 0.2], [0.5, -1.3, -0.2], [1.5, -1.4, -0.3], [0.3, -0.6, -0.2], [-0.8, 1.6, 0.9], [-0.6, -1.0, -0.1], [-2.2, 1.4, -0.2], [2.1, -0.8, 4.7]],
  "mulliken_charge": [0.702, 0.583, 0.503, -0.892, -0.911, -0.681, -0.384, -0.105, -0.169, -0.415, -0.472, -0.519, -0.546, 0.588, -0.171, -0.028, 0.338, 0.364, 0.326, 0.415, 0.414, 0.339, 0.280, 0.191, 0.252]
}

(2)
{
  "formula": "C4H5N3",
  "method": "ωB97M-V/def2-TZVPD",
  "total_energy_ev": -8695.255,
  "homo_energy_ev": -9.468,
  "e_above_lowest_kj_mol": 439.73,
  "symbols": ["N", "C", "C", "N", "C", "N", "C", "H", "H", "H", "H", "H"],
  "positions_angstrom": [[0.77861, -0.99504, 2.20829], [0.62176, -0.37176, -0.37653], [0.68976, -0.04431, -1.59453], [0.24736, 0.56518, -2.61012], [-0.88110, 1.16129, -2.08362], [-1.28173, 1.04974, -0.82880], [-0.56433, 0.30472, 0.04027], [1.39320, -0.57447, 2.87793], [0.14228, -1.66559, 2.60686], [1.22030, -1.42448, 1.45615], [-1.46040, 1.75908, -2.77230], [-0.90569, 0.23563, 1.07641]],
  "forces_ev_per_angstrom": [[-1.4, 0.5, 1.5], [-0.3, 0.2, -0.5], [0.3, 0.0, -0.6], [0.0, -0.2, 0.7], [-0.3, 0.1, 0.2], [0.1, -0.1, 0.0], [0.0, 0.2, -0.4], [0.3, -0.3, 0.2], [0.1, 0.0, 0.5], [1.2, -0.5, -1.2], [0.0, 0.0, 0.0], [0.1, 0.1, -0.4]],
  "mulliken_charge": [-0.589, -0.339, 0.515, -0.519, -0.175, -0.485, 0.062, 0.175, 0.210, 0.257, 0.373, 0.515]
}

(3)
{
  "formula": "C4H8O3",
  "method": "ωB97M-V/def2-TZVPD",
  "total_energy_ev": -10418.172,
  "homo_energy_ev": -9.653,
  "smiles": "O=C(CO)CCO",
  "e_above_lowest_kj_mol": 273.17,
  "symbols": ["O", "C", "C", "C", "O", "C", "O", "H", "H", "H", "H", "H", "H", "H", "H"],
  "positions_angstrom": [[-1.06873, 1.62639, -0.38353], [-1.61129, 0.35175, -0.68416], [-0.83091, -0.66756, 0.12146], [0.61439, -0.72780, -0.32473], [0.95554, -0.93070, -1.46560], [1.54599, -0.38905, 0.80062], [2.90276, -0.30519, 0.48912], [-1.41996, 2.26480, -1.01521], [-1.50688, 0.11128, -1.75005], [-2.67468, 0.29819, -0.41229], [-1.26258, -1.66256, -0.01116], [-0.88300, -0.41077, 1.18696], [1.24022, 0.72415, 1.00735], [1.34953, -0.91530, 1.73790], [2.64961, 0.63237, 0.70331]],
  "forces_ev_per_angstrom": [[0.0, 0.2, -0.1], [-0.2, -0.4, -0.1], [-0.2, -0.1, 0.0], [-0.2, -0.2, -0.2], [-0.1, 0.0, 0.6], [-1.8, 0.8, 0.4], [-0.4, 1.9, 0.5], [0.1, -0.1, 0.1], [0.0, 0.1, 0.1], [0.1, 0.1, -0.1], [-0.1, 0.0, 0.0], [-0.1, -0.1, -0.2], [-0.8, -1.7, 0.1], [-0.2, -0.3, -0.1], [3.8, -0.3, -1.0]],
  "mulliken_charge": [-0.502, -0.419, -0.608, 0.667, -0.590, -0.581, -0.471, 0.297, 0.323, 0.309, 0.340, 0.301, 0.252, 0.312, 0.369]
}